No. 1
Formula: C5H16CoN2O7
Source: OMol25
Level of theory: ωB97M-V with the def2-TZVPD basis set

Geometry as XYZ:
```
31
C5H16CoN2O7 ωB97M-V with the def2-TZVPD basis set
Co 0.287 0.590 0.123
O -0.638 2.194 1.205
C 0.416 2.911 1.770
C 1.730 2.949 0.950
O 2.112 1.742 0.372
H 0.680 2.533 2.781
H 0.084 3.942 2.012
H 2.477 3.335 1.673
H 1.626 3.665 0.110
O 1.363 -0.895 -0.789
C 1.379 -2.191 -1.288
C 2.768 -2.973 -1.397
O 3.958 -2.338 -1.156
H 0.916 -2.189 -2.305
H 0.640 -2.774 -0.690
H 2.803 -3.622 -2.305
H 2.715 -3.784 -0.622
C -2.723 -0.586 -0.125
O -1.549 -0.295 -0.134
N -3.402 -1.216 -1.116
N -3.456 -0.397 1.038
H -4.396 -1.114 -1.104
H -2.887 -1.441 -1.949
H -2.983 0.107 1.770
H -4.346 -0.830 1.160
O 0.279 -0.468 2.001
H 0.134 -0.188 2.910
H 0.261 -1.432 2.009
O -0.082 1.560 -1.916
H 0.283 2.276 -2.444
H -0.450 0.931 -2.545
```

Multiplicity   4
Energy relative to the best compared isomer or geometry (same formula, charge and spin)   84.53 kJ/mol
Charge   -2

These are the Mulliken partial charges, in e, on atoms 1 to 6: number 1, Co, carries 0.97; number 2, O, carries -0.75; number 3, C, carries -0.53; number 4, C, carries -0.45; number 5, O, carries -0.66; number 6, H, carries 0.17

***

No. 2
Formula: C23H72N4O11
Source: OMol25
Level of theory: ωB97M-V with the def2-TZVPD basis set

Geometry as XYZ:
```
110
C23H72N4O11 ωB97M-V with the def2-TZVPD basis set
C 0.747 -4.726 -4.616
O -0.125 -4.118 -3.695
C -0.334 -4.862 -2.576
C -0.783 -3.875 -1.450
C -2.056 -3.061 -1.892
N 0.276 -2.865 -1.180
H 1.740 -4.887 -4.196
H 0.928 -4.161 -5.531
H 0.447 -5.752 -4.826
H -1.032 -5.698 -2.630
H 0.540 -5.468 -2.338
H -0.997 -4.335 -0.486
H -2.382 -2.397 -1.092
H -2.859 -3.738 -2.184
H -1.898 -2.419 -2.759
H 1.198 -3.240 -1.352
H 0.231 -2.226 -1.962
C -0.433 3.867 -0.302
O 0.363 4.356 0.763
C 0.237 3.591 1.971
C 1.128 4.247 3.119
C 0.991 5.777 3.396
N 2.454 3.974 2.735
H -0.466 4.761 -0.926
H -1.421 3.676 0.116
H -0.140 2.959 -0.829
H -0.809 3.590 2.278
H 0.476 2.540 1.811
H 0.991 3.639 4.014
H 1.381 6.398 2.590
H 1.639 6.020 4.237
H -0.018 6.086 3.670
H 2.526 3.061 2.307
H 2.734 4.581 1.978
C 2.931 -4.884 0.085
O 2.945 -3.470 -0.222
C 3.486 -2.586 0.772
C 2.387 -1.996 1.678
C 1.734 -3.190 2.451
N 1.278 -1.451 1.001
H 2.993 -5.418 -0.864
H 2.054 -5.086 0.700
H 3.786 -5.218 0.673
H 4.233 -3.015 1.441
H 3.764 -1.781 0.092
H 2.870 -1.252 2.312
H 0.939 -3.784 2.000
H 1.399 -2.802 3.413
H 2.458 -3.944 2.760
H 0.933 -2.135 0.343
H 1.664 -0.820 0.314
C 2.721 5.998 -0.233
O 3.274 4.687 -0.426
C 3.194 4.060 -1.704
C 3.644 2.606 -1.614
C 2.670 1.682 -0.849
N 4.774 2.705 -0.690
H 3.243 6.756 -0.817
H 2.913 6.245 0.812
H 1.678 6.206 -0.473
H 2.119 4.106 -1.876
H 3.785 4.591 -2.451
H 3.990 2.209 -2.568
H 1.934 1.367 -1.589
H 2.146 2.106 0.008
H 3.222 0.813 -0.493
H 4.837 1.867 -0.130
H 4.541 3.490 -0.098
C -2.333 -2.928 2.139
O -3.608 -3.090 2.801
H -1.835 -3.848 1.834
H -2.501 -2.355 1.228
H -1.775 -2.170 2.688
H -3.878 -4.008 2.721
C 0.377 -1.040 -4.206
O 0.156 -0.419 -2.972
H -0.560 -1.131 -4.755
H 1.122 -0.500 -4.790
H 0.859 -2.015 -4.144
H -0.720 -0.027 -2.989
C -3.558 -0.682 -4.103
O -2.869 0.371 -3.344
H -3.075 -0.809 -5.072
H -3.586 -1.531 -3.420
H -4.612 -0.407 -4.142
H -3.470 0.545 -2.615
C -1.524 0.819 -0.079
O -2.189 1.050 1.104
H -1.785 1.509 -0.882
H -0.445 0.920 0.036
H -1.650 -0.200 -0.447
H -1.506 0.905 1.762
C -4.308 1.222 3.995
O -4.818 1.986 2.902
H -5.118 1.029 4.699
H -4.121 0.283 3.475
H -3.406 1.510 4.537
H -4.258 1.792 2.147
C -0.128 0.031 4.069
O -0.403 -0.007 2.707
H 0.670 -0.652 4.363
H 0.030 1.077 4.332
H -0.960 -0.195 4.736
H 0.158 -0.718 2.386
C -5.037 -0.425 -0.725
O -4.700 0.706 -1.436
H -6.116 -0.534 -0.616
H -4.558 -1.313 -1.138
H -4.756 -0.211 0.306
H -5.019 1.506 -1.012
```

SMILES string   COC[C@H](C)N.COC[C@H](C)N.COC[C@H](C)N.COC[C@H](C)N.CO.CO.CO.CO.CO.CO.CO
Energy relative to the best compared isomer or geometry (same formula, charge and spin)   398.60 kJ/mol
Charge   0

These are the Mulliken partial charges, in e, on atoms 1 to 6: number 1, C, carries -1.03; number 2, O, carries -0.17; number 3, C, carries -1.10; number 4, C, carries 0.60; number 5, C, carries -0.99; number 6, N, carries -0.33

***

No. 3
Formula: C4H3O2Tm
Source: OMol25
Level of theory: ωB97M-V with the def2-TZVPD basis set

Geometry as XYZ:
```
10
C4H3O2Tm ωB97M-V with the def2-TZVPD basis set
O -1.811 0.617 1.575
C -0.849 -0.305 1.590
C 0.496 0.018 1.456
C 1.260 -0.649 0.461
C 2.661 -0.545 0.365
O 3.439 0.141 1.085
H 0.766 1.067 1.686
H 3.110 -1.006 -0.547
Tm -1.564 0.273 -1.092
H -1.597 -0.057 2.693
```

Multiplicity   4
Energy relative to the best compared isomer or geometry (same formula, charge and spin)   494.99 kJ/mol
Charge   +1

These are the Mulliken partial charges, in e, on atoms 1 to 6: number 1, O, carries -0.38; number 2, C, carries -0.81; number 3, C, carries 0.12; number 4, C, carries -0.04; number 5, C, carries 0.01; number 6, O, carries -0.46

***

No. 4
Formula: C20H32O4
Source: OMol25
Level of theory: ωB97M-V with the def2-TZVPD basis set

Geometry as XYZ:
```
56
C20H32O4 ωB97M-V with the def2-TZVPD basis set
C 1.133 1.450 -2.375
C 2.133 1.756 -1.268
C 3.405 0.924 -1.419
C 4.537 1.372 -0.494
C 4.267 1.071 0.982
C 4.193 -0.401 1.239
C 3.329 -1.049 2.003
C 2.199 -0.466 2.792
C 0.913 -1.287 2.600
O -0.119 -0.813 3.458
C 0.452 -1.227 1.177
C 0.440 -2.256 0.329
C -0.141 -2.245 -0.993
C -0.934 -1.266 -1.463
C -1.656 -1.330 -2.704
C -2.696 -0.544 -3.003
C -3.259 0.523 -2.100
O -4.170 1.359 -2.776
C -3.892 -0.104 -0.840
C -4.208 0.939 0.234
C -4.249 0.308 1.629
C -2.852 0.043 2.143
O -1.944 0.841 2.077
O -2.715 -1.151 2.694
H 0.877 0.392 -2.376
H 1.551 1.701 -3.348
H 0.219 2.024 -2.240
H 1.671 1.550 -0.301
H 2.389 2.818 -1.297
H 3.174 -0.126 -1.226
H 3.752 1.006 -2.452
H 4.697 2.446 -0.617
H 5.459 0.865 -0.792
H 5.091 1.482 1.576
H 3.355 1.575 1.300
H 4.968 -0.971 0.741
H 3.425 -2.124 2.102
H 2.006 0.569 2.504
H 2.452 -0.477 3.857
H 1.088 -2.324 2.909
H -0.339 0.094 3.177
H 0.070 -0.259 0.881
H 0.858 -3.202 0.650
H 0.012 -3.134 -1.591
H -1.097 -0.387 -0.859
H -1.354 -2.099 -3.404
H -3.207 -0.664 -3.949
H -2.454 1.200 -1.789
H -4.913 0.824 -3.079
H -4.804 -0.635 -1.128
H -3.199 -0.843 -0.437
H -5.158 1.426 0.015
H -3.434 1.709 0.236
H -4.714 1.004 2.332
H -4.815 -0.623 1.634
H -1.790 -1.266 3.045
```

SMILES string   CCCCC/C=C\C[C@@H](O)/C=C/C=C/C=C\[C@@H](O)CCCC(=O)O
Energy relative to the best compared isomer or geometry (same formula, charge and spin)   188.48 kJ/mol
Charge   0

These are the Mulliken partial charges, in e, on atoms 1 to 6: number 1, C, carries -1.29; number 2, C, carries 0.01; number 3, C, carries -0.42; number 4, C, carries -1.09; number 5, C, carries -0.52; number 6, C, carries -0.40

***

Which formula does entry 3 have?
C4H3O2Tm